1.
Computed, not measured: C40H48N4O5PPtSSi as an isolated structure at a distorted geometry, with wB97M-V/def2-TZVPD.

Its expectation value of S² is 6.025. For the calculated total energy, the calculation gives -3295.499204 Eh. For the LUMO energy (spin up / spin down), the calculation gives -7.9 / -11.9 eV. Its charge is +3. The value obtained for the HOMO-LUMO gap (spin up / spin down) is 8.00 / 4.50 eV. Its multiplicity is 5. The calculation puts the highest occupied orbital energy (spin up / spin down) at -15.86 / -16.39 eV. Its molar mass is 951.05 g mol⁻¹. The calculation puts the relative energy (zero: lowest compared OMol25 entry of this formula, charge and spin) at 33.6 kcal/mol.

Geometry (Å):
Pt: 0.9348 -0.2170 0.2032
C: 1.6515 -0.9234 -3.0786
C: 3.1087 -0.9097 -2.6139
C: 3.9852 -1.4056 -3.7659
C: 3.3503 -1.7965 -1.3777
C: 4.8463 -1.9767 -1.0793
O: 4.9524 -1.8076 0.3467
C: 3.7970 -1.4059 0.8246
N: 2.8424 -1.2991 -0.0567
C: 3.7864 -1.1948 2.2809
C: 5.0450 -1.1476 2.8937
C: 5.1716 -1.0922 4.2691
C: 4.0360 -1.1008 5.0613
C: 2.7812 -1.1178 4.4707
C: 2.6364 -1.1443 3.0866
P: 0.9376 -1.2307 2.4335
C: -0.0949 -0.2468 3.5381
C: 0.3984 0.9003 4.1663
C: -0.4121 1.6104 5.0355
C: -1.7239 1.2057 5.2553
C: -2.2348 0.1009 4.5867
C: -1.4299 -0.6202 3.7202
C: 0.4721 -2.9696 2.6630
C: 0.1285 -3.4423 3.9312
C: -0.1575 -4.7861 4.0988
C: -0.1095 -5.6561 3.0161
C: 0.2227 -5.1845 1.7535
C: 0.5248 -3.8440 1.5773
H: 1.5199 -0.2566 -3.9304
H: 0.9656 -0.5877 -2.2936
H: 1.3496 -1.9266 -3.3846
H: 3.3974 0.1173 -2.3564
H: 3.8776 -2.4834 -3.9040
H: 5.0389 -1.1836 -3.6019
H: 3.6933 -0.9189 -4.6955
H: 2.8769 -2.7664 -1.5670
H: 5.4668 -1.2164 -1.5533
H: 5.2320 -2.9590 -1.3351
H: 5.9298 -1.1558 2.2748
H: 6.1561 -1.0645 4.7155
H: 4.1206 -1.0911 6.1398
H: 1.9092 -1.1106 5.1089
H: 1.4243 1.2115 4.0067
H: -0.0185 2.4764 5.5513
H: -2.3514 1.7483 5.9495
H: -3.2600 -0.2050 4.7470
H: -1.8221 -1.4900 3.2065
H: 0.0818 -2.7737 4.7802
H: -0.4183 -5.1586 5.0802
H: -0.3192 -6.7075 3.1581
H: 0.2467 -5.8621 0.9108
H: 0.8081 -3.4694 0.5981
C: -6.2763 2.0540 -6.3263
C: -5.5508 0.8035 -5.8694
S: -4.8843 1.1350 -4.2131
O: -3.6246 1.8383 -4.3328
O: -5.9025 1.7170 -3.3847
C: -4.4437 -0.4773 -3.4400
C: -4.4085 -0.2308 -1.9238
N: -3.1939 -0.7270 -1.2644
C: -2.0134 -0.0846 -1.2396
N: -1.1761 -0.7056 -0.4063
C: -1.8267 -1.7833 0.1178
C: -3.0777 -1.8093 -0.4077
N: -4.0799 -2.8166 -0.1483
O: -3.8523 -3.5314 0.8036
O: -5.0230 -2.8894 -0.9078
C: -1.7017 1.1304 -2.0263
H: -6.5546 1.9400 -7.3736
H: -5.6382 2.9347 -6.2557
H: -7.1805 2.2226 -5.7472
H: -4.6769 0.5689 -6.4748
H: -6.2101 -0.0575 -5.7630
H: -3.4755 -0.7571 -3.8496
H: -5.1978 -1.2120 -3.7146
H: -5.2629 -0.7095 -1.4668
H: -4.4858 0.8370 -1.7180
H: -1.3834 -2.4835 0.8059
H: -2.5407 1.8252 -2.0393
H: -1.5052 0.8831 -3.0712
H: -0.8254 1.6267 -1.6112
C: 2.6870 2.5316 1.4822
Si: 1.0763 2.1605 0.5202
C: -0.5747 2.5318 1.4405
C: 1.0553 3.8142 -0.5719
C: 0.9857 5.0401 0.1516
C: 0.9326 6.2349 -0.5293
C: 0.9654 6.2188 -1.9262
C: 1.0481 4.9963 -2.6473
C: 1.1004 3.7955 -1.9708
H: 2.4565 3.2632 2.2603
H: 3.4445 2.9566 0.8232
H: 3.1048 1.6404 1.9532
H: -0.3642 3.1905 2.2862
H: -1.0460 1.6297 1.8314
H: -1.2793 3.0329 0.7753
H: 0.9651 5.0649 1.2335
H: 0.8692 7.1622 0.0234
H: 0.9430 7.1590 -2.4655
H: 1.0774 4.9930 -3.7300
H: 1.1731 2.8776 -2.5375

2.
Computed, not measured: a 10-piece molecular cluster, C40H48N6O18 overall at a distorted geometry, with wB97M-V/def2-TZVPD.

For the calculated total energy, the calculation gives -3235.844626 Eh. For the LUMO energy, the calculation gives 3.3 eV. Its charge is -2. The value obtained for the HOMO-LUMO gap is 3.13 eV. The calculation puts the highest occupied orbital energy at 0.18 eV. Its molar mass is 900.85 g mol⁻¹. The calculation puts the relative energy (zero: lowest compared OMol25 entry of this formula, charge and spin) at 233.0 kcal/mol.

Geometry (Å):
C: -0.1994 -0.1803 0.2379
O: -0.2401 0.5969 -0.6806
O: -0.2781 0.1887 1.4047
O: -0.0420 -1.4151 0.1177
C: -6.1815 5.7335 -2.4424
C: -5.0715 5.0318 -2.7755
C: -4.7405 3.8870 -2.1137
C: -5.5772 3.4416 -1.0675
C: -6.8393 4.0477 -0.9286
C: -7.1649 5.1199 -1.6923
O: -8.4733 5.6524 -1.7062
O: -3.6062 3.2645 -2.5854
H: -6.4991 6.6482 -2.9208
H: -4.4824 5.2495 -3.6541
H: -5.3787 2.4706 -0.6384
H: -7.6333 3.6686 -0.3023
H: -8.9115 5.3903 -2.5191
H: -3.1587 2.6147 -2.0385
C: 3.8414 -0.4091 5.3742
C: 4.9178 -1.0286 5.8953
C: 4.9225 -1.2928 7.2642
C: 3.9229 -0.9150 8.0824
C: 2.9198 -0.1477 7.5947
C: 2.7885 0.0020 6.1994
O: 1.6445 0.5800 5.7639
O: 6.0584 -1.7335 7.7826
H: 3.7818 -0.3159 4.2999
H: 5.7470 -1.2999 5.2589
H: 3.8751 -1.1175 9.1422
H: 2.1173 0.2263 8.2131
H: 1.3999 0.4700 4.8421
H: 5.9874 -2.5611 8.2638
C: -4.4638 -2.4411 6.6064
C: -3.9360 -1.5980 5.6623
C: -4.7652 -0.8469 4.8649
C: -6.1398 -1.1048 4.7901
C: -6.6895 -2.0324 5.7163
C: -5.8483 -2.6878 6.5892
O: -6.3800 -3.5153 7.4952
O: -4.1833 0.1182 3.9677
H: -3.9045 -2.6821 7.4984
H: -2.8747 -1.4000 5.6883
H: -6.9071 -0.7311 4.1284
H: -7.7109 -2.3799 5.7649
H: -7.2229 -3.9422 7.3252
H: -3.2387 0.1280 3.7966
C: 5.1616 3.1546 -0.6531
C: 4.7915 1.8351 -0.5710
C: 5.1468 0.9312 -1.5361
C: 6.0854 1.3221 -2.5019
C: 6.6025 2.5863 -2.4504
C: 6.0555 3.5599 -1.6639
O: 6.5149 4.8219 -1.8482
O: 4.5622 -0.2942 -1.5305
H: 4.9532 3.7403 0.2301
H: 4.0353 1.5398 0.1413
H: 6.3692 0.6206 -3.2725
H: 7.2633 2.8334 -3.2681
H: 6.1452 5.4489 -1.2223
H: 3.6424 -0.2821 -1.2556
C: 1.3947 -6.9510 -3.2685
C: 1.6385 -5.5785 -3.5280
C: 1.9712 -5.1286 -4.8002
C: 2.0555 -6.0096 -5.8976
C: 1.8198 -7.4122 -5.6555
C: 1.5006 -7.8449 -4.3515
O: 1.1135 -9.1583 -4.2402
O: 2.1590 -3.8183 -5.1241
H: 1.3024 -7.2285 -2.2288
H: 1.6513 -4.8384 -2.7415
H: 2.3343 -5.5490 -6.8338
H: 1.7368 -8.1115 -6.4743
H: 1.1571 -9.4107 -3.3150
H: 1.5156 -3.2141 -4.7466
C: 2.6444 2.6272 -7.0298
C: 3.2863 3.6884 -7.6729
C: 3.4088 4.9005 -7.0328
C: 3.0633 4.9874 -5.6854
C: 2.4747 3.9112 -5.0697
C: 2.1303 2.7701 -5.7714
O: 1.3863 1.7103 -5.2279
O: 4.0158 5.9915 -7.6135
H: 2.5323 1.7170 -7.6002
H: 3.8568 3.5779 -8.5833
H: 3.1912 5.8433 -5.0392
H: 2.3064 3.9505 -4.0036
H: 1.1661 1.7804 -4.2961
H: 3.7320 6.2332 -8.4981
C: -0.0730 -4.9532 3.3230
O: -0.0009 -6.0055 3.8559
N: 0.2203 -3.8507 3.8908
N: -0.6478 -4.8081 2.1587
H: -0.0138 -3.0412 3.3339
H: 0.3298 -3.8564 4.8948
H: -1.2143 -5.3993 1.5674
H: -0.4682 -3.9643 1.6335
C: -4.1472 -2.8596 -1.6140
O: -5.2386 -2.9629 -2.1669
N: -3.0213 -2.9158 -2.1804
N: -3.9520 -2.7437 -0.3184
H: -2.8962 -3.1642 -3.1513
H: -2.2099 -2.6388 -1.6464
H: -2.9894 -2.7765 -0.0144
H: -4.7351 -2.4951 0.2691
C: -0.4492 5.1380 1.4771
O: -0.4164 6.3094 1.0996
N: 0.4692 4.1821 1.2179
N: -1.4721 4.5704 2.0532
H: 1.3240 4.4740 0.7660
H: 0.3006 3.1993 1.3780
H: -2.3594 4.9934 2.2852
H: -1.3951 3.5634 2.0536

3.
Computed, not measured: C40H49AsBN10O4S6Y as an isolated structure at a distorted geometry, with wB97M-V/def2-TZVPD.

For the calculated total energy, the calculation gives -7090.549982 Eh. For the LUMO energy, the calculation gives 3.6 eV. Its charge is -2. The value obtained for the HOMO-LUMO gap is 5.72 eV. The calculation puts the highest occupied orbital energy at -2.13 eV. Its molar mass is 1100.94 g mol⁻¹. The calculation puts the relative energy (zero: lowest compared OMol25 entry of this formula, charge and spin) at 15.9 kcal/mol.

Geometry (Å):
Y: 0.9134 -0.4892 -0.5940
C: 5.5871 -6.2100 1.7711
C: 4.9191 -4.9094 1.3834
C: 5.6346 -3.8681 0.7769
C: 5.0699 -2.6788 0.3631
C: 5.9964 -1.7209 -0.3473
N: 6.4520 -0.5672 0.4081
C: 5.4268 0.4351 0.6242
C: 6.0193 1.7930 0.9880
C: 5.0171 2.8734 0.5927
N: 3.7212 2.5586 1.1839
C: 3.3993 2.8556 2.4029
C: 2.3107 2.3158 3.1103
C: 2.0542 2.7819 4.4210
C: 1.0476 2.2735 5.1873
C: 0.7496 2.7667 6.5830
C: 0.2498 1.2609 4.6052
C: 0.4579 0.7504 3.3513
C: -0.4981 -0.2354 2.8667
N: -0.5273 -0.8242 1.7468
C: -1.7531 -1.6173 1.5973
C: -1.8028 -2.4514 0.3490
C: -0.6844 -3.4688 0.2623
N: 0.6443 -2.8845 0.3860
C: 1.4801 -3.6382 0.9861
C: 2.9191 -3.5568 1.0535
C: 3.5647 -4.7195 1.5120
C: 3.6539 -2.4631 0.5051
O: 3.0939 -1.3841 0.1372
C: 1.5191 1.2606 2.5263
O: 1.7542 0.8259 1.3797
H: 6.6014 -6.0454 2.1475
H: 5.6622 -6.8879 0.9138
H: 5.0140 -6.7231 2.5469
H: 6.7007 -4.0121 0.6080
H: 6.8962 -2.2816 -0.5934
H: 7.1939 -0.1450 -0.1354
H: 4.7504 0.0835 1.4034
H: 4.8300 0.5513 -0.2832
H: 6.9543 1.9605 0.4403
H: 6.2397 1.8559 2.0597
H: 4.8872 2.8648 -0.4874
H: 5.3392 3.8658 0.9138
H: 3.1339 1.8460 0.7174
H: 4.0488 3.5714 2.9051
H: 2.6796 3.5877 4.8062
H: 1.5312 3.4414 6.9381
H: 0.6757 1.9318 7.2841
H: -0.2030 3.3066 6.6087
H: -0.5986 0.8791 5.1723
H: -1.3118 -0.4234 3.5757
H: -2.5982 -0.9214 1.6029
H: -1.8890 -2.2895 2.4506
H: -2.4733 -0.8114 -0.7296
H: -2.7287 -3.0306 0.4163
H: -0.7516 -3.9237 -0.7217
H: -0.8615 -4.2431 1.0173
H: 1.0849 -4.5579 1.4345
H: 2.9501 -5.5160 1.9284
S: 5.4899 -1.3003 -2.1151
As: 3.3568 -0.6167 -2.7607
S: 1.9360 -2.2079 -2.5787
S: 2.8351 1.1771 -1.6559
S: 3.9268 -0.1672 -4.7300
B: -1.2988 0.8904 -4.9182
C: -0.7193 0.4852 -3.5073
N: -0.2384 0.1955 -2.5025
H: -1.6281 2.0635 -4.8725
H: -0.4502 0.6871 -5.7607
H: -2.2673 0.1968 -5.1361
N: -1.8316 -1.5886 -0.8610
C: -1.9364 -2.3461 -2.0335
N: -2.9507 -2.0818 -2.8439
C: -3.1412 -3.0407 -3.9424
C: -3.6399 -2.3944 -5.2220
C: -4.9443 -1.6517 -4.9475
C: -4.6744 -0.5806 -3.8945
C: -4.0940 -1.1733 -2.6118
H: -3.8758 -3.7918 -3.6201
H: -2.1889 -3.5351 -4.0877
H: -3.7787 -3.1723 -5.9770
H: -2.8916 -1.6908 -5.5885
H: -5.6996 -2.3596 -4.5835
H: -5.3277 -1.1877 -5.8590
H: -5.5891 -0.0408 -3.6439
H: -3.9589 0.1319 -4.2986
H: -4.8722 -1.7445 -2.0916
H: -3.7915 -0.3560 -1.9669
N: -7.6985 3.9095 -1.4873
C: -6.6437 3.5434 -0.6348
C: -6.1625 2.2319 -0.6358
C: -5.1558 1.8578 0.2339
C: -4.6197 2.7858 1.1198
C: -5.0902 4.0871 1.1284
C: -6.1015 4.4644 0.2565
S: -3.2938 2.2624 2.1854
O: -2.9193 3.4260 2.9610
O: -3.8141 1.1311 2.9291
N: -2.1584 1.7024 1.2411
C: -1.3420 2.4724 0.4642
S: -1.5395 4.2379 0.2697
C: -0.2882 4.2552 -0.9167
C: 0.2101 3.0169 -1.0618
N: -0.3403 2.0111 -0.2846
H: -7.7704 3.3459 -2.3171
H: -7.7382 4.8919 -1.6960
H: -6.5743 1.5153 -1.3352
H: -4.7669 0.8437 0.2408
H: -4.6403 4.8002 1.8109
H: -6.4671 5.4870 0.2508
H: 0.0067 5.1627 -1.4228
H: 1.0047 2.7599 -1.7479

4.
Computed, not measured: C40H49BrN2O3S2W as an isolated structure at a distorted geometry, with wB97M-V/def2-TZVPD.

For the calculated total energy, the calculation gives -5325.820219 Eh. For the LUMO energy, the calculation gives -8.0 eV. Its charge is +2. The value obtained for the HOMO-LUMO gap is 5.67 eV. The calculation puts the highest occupied orbital energy at -13.67 eV. Its molar mass is 933.72 g mol⁻¹.

Geometry (Å):
W: -0.4446 0.3263 0.8790
C: -2.1616 2.9181 0.2725
N: -1.2488 2.0938 -0.5796
C: -0.1927 2.9142 -1.2264
C: 2.5205 2.0708 -1.0635
N: 2.8949 1.2105 -0.1095
C: 3.8434 1.6933 0.9182
C: 3.0563 -0.1752 -0.4654
C: 3.8426 -0.5370 -1.5409
C: 3.9920 -1.8802 -1.8789
C: 3.3628 -2.8577 -1.1293
C: 2.5686 -2.5016 -0.0428
C: 2.4094 -1.1649 0.2896
S: 1.3850 -0.7942 1.7031
C: -1.9333 1.4836 -1.7267
C: -3.0230 2.0329 -2.3569
C: -3.5401 1.3793 -3.4820
C: -2.9673 0.2078 -3.9425
C: -1.8511 -0.3328 -3.3006
C: -1.3339 0.3211 -2.1981
S: 0.0676 -0.2340 -1.3263
H: -2.5751 3.7453 -0.3035
H: -2.9627 2.2758 0.6280
H: -1.6000 3.3130 1.1117
H: 0.0363 2.5303 -2.2145
H: -0.5367 3.9458 -1.2840
H: 2.1371 1.6285 -1.9749
H: 3.1288 2.9529 -1.2079
H: 4.8408 1.8179 0.4931
H: 3.4902 2.6352 1.3332
H: 3.8868 0.9627 1.7221
H: 4.3584 0.2266 -2.1122
H: 4.6138 -2.1545 -2.7201
H: 3.4822 -3.9019 -1.3836
H: 2.0636 -3.2618 0.5379
H: -3.4852 2.9443 -2.0056
H: -4.4003 1.7953 -3.9884
H: -3.3828 -0.2960 -4.8042
H: -1.3990 -1.2497 -3.6556
C: 0.3994 4.8401 5.5182
C: 1.3131 3.6972 5.0592
C: 0.9419 2.4370 5.8388
C: 2.7745 4.0525 5.3619
C: 1.1539 3.5056 3.5485
C: 0.7021 2.3195 2.9990
C: 0.5278 2.1425 1.6149
Br: -1.6162 0.3138 3.0209
C: 0.9738 3.2038 0.8414
O: 1.0693 2.9640 -0.5479
C: 1.4164 4.4533 1.3041
C: 1.4523 4.5603 2.6900
C: 1.7905 5.6852 0.4394
C: 0.5290 6.2469 -0.2380
C: 2.8478 5.3883 -0.6331
C: 2.3637 6.8016 1.3235
H: 0.5156 4.9950 6.5917
H: -0.6506 4.6131 5.3221
H: 0.6396 5.7829 5.0237
H: 1.0511 2.6322 6.9058
H: 1.5905 1.5909 5.5966
H: -0.0950 2.1371 5.6674
H: 2.9135 4.1616 6.4383
H: 3.0717 4.9943 4.8970
H: 3.4541 3.2718 5.0131
H: 0.4832 1.5127 3.6721
H: 1.7655 5.4937 3.1301
H: 0.2619 5.6882 -1.1367
H: 0.7045 7.2741 -0.5611
H: -0.3253 6.2611 0.4415
H: 2.4258 4.8913 -1.5073
H: 3.6807 4.7967 -0.2439
H: 3.2770 6.3251 -0.9887
H: 1.6316 7.2008 2.0266
H: 2.6635 7.6236 0.6744
H: 3.2435 6.4848 1.8862
C: -6.7708 -4.8696 -0.3825
C: -5.6165 -3.9497 -0.1011
C: -4.4059 -4.4438 0.3625
C: -3.3162 -3.6201 0.5942
C: -2.0675 -4.2720 1.1374
C: -3.4659 -2.2338 0.3281
C: -4.7106 -1.7002 -0.0950
C: -4.9888 -0.2327 -0.2939
C: -5.7558 -2.5772 -0.3023
C: -2.3193 -1.3871 0.4722
O: -1.1562 -1.7394 0.8217
O: -2.3245 -0.0747 0.2700
H: -6.6439 -5.8353 0.1020
H: -6.8495 -5.0416 -1.4582
H: -7.7111 -4.4296 -0.0526
H: -4.3089 -5.5032 0.5648
H: -2.3008 -5.2970 1.4154
H: -1.6770 -3.7520 2.0093
H: -1.2670 -4.2906 0.3966
H: -4.8165 0.3387 0.6195
H: -6.0295 -0.1026 -0.5824
H: -4.3614 0.1978 -1.0707
H: -6.7146 -2.1846 -0.6180

Question: Look up the molar mass of the second one.
Answer: 900.85 g mol⁻¹